No. 1
This record from the OMol25 dataset describes a molecular structure, C33H70N6O4S. The level of theory is ωB97M-V/def2-TZVPD.

LUMO energy (eV): 0.22
HOMO-LUMO gap (Ha): 0.3107
E (eV): -63319.7674

Positions of all 114 atoms, in Å:
N  -3.2685  2.2524  4.1065
C  -2.0688  2.4584  3.7848
C  -1.6097  3.8263  3.3758
C  -0.9986  4.6586  4.4881
O  -2.1236  5.2900  5.2196
S  -1.6972  5.6434  6.7097
O  -2.4557  4.8703  7.6265
O  -1.6294  7.0456  6.8887
O  -0.2074  5.0347  6.6189
C  -0.3121  3.9819  5.6503
C  0.9032  3.1279  5.5089
C  1.6087  2.7584  6.6492
C  2.7015  1.9178  6.5273
N  3.1649  1.4098  5.3825
C  2.4879  1.7979  4.3048
C  1.3760  2.6273  4.3040
H  -3.3907  1.2704  4.3476
H  -1.3383  1.6470  3.7721
H  -2.4703  4.3566  2.9739
H  -0.8889  3.7562  2.5616
H  -0.4612  5.5223  4.0998
H  -1.0829  3.2938  6.0319
H  1.3088  3.1151  7.6231
H  3.2201  1.6158  7.4282
H  2.8274  1.3957  3.3565
H  0.8962  2.8695  3.3687
C  4.0499  -1.4193  4.2091
C  2.7766  -1.9230  3.5490
N  2.8829  -2.0282  2.1053
C  1.6074  -2.2161  1.4423
C  0.8283  -3.5062  1.7199
C  3.9775  -2.8471  1.6134
C  4.0434  -4.3112  2.0694
H  4.3660  -0.4769  3.7645
H  3.8674  -1.2440  5.2671
H  4.8710  -2.1342  4.1318
H  1.9766  -1.2083  3.7682
H  2.4801  -2.8726  4.0226
H  1.7658  -2.1249  0.3643
H  0.9688  -1.3664  1.7142
H  1.2779  -4.3622  1.2200
H  -0.1892  -3.4097  1.3335
H  0.7533  -3.7229  2.7858
H  4.9141  -2.3612  1.8969
H  3.9640  -2.8097  0.5210
H  3.8731  -4.4138  3.1418
H  5.0348  -4.7153  1.8560
H  3.3229  -4.9397  1.5466
C  -2.0870  2.1464  -2.4147
C  -0.8060  2.2290  -1.5995
N  -0.8180  1.3671  -0.4320
C  0.2525  1.6459  0.5036
C  1.7016  1.4083  0.0601
C  -1.0888  -0.0365  -0.6918
C  -0.1654  -0.7761  -1.6685
H  -2.9601  2.3397  -1.7902
H  -2.0655  2.8936  -3.2088
H  -2.2097  1.1726  -2.8900
H  -0.6888  3.2587  -1.2501
H  0.0500  2.0290  -2.2635
H  0.0662  1.0711  1.4185
H  0.1572  2.6988  0.7968
H  1.9485  0.3482  0.0242
H  2.3858  1.8683  0.7772
H  1.9076  1.8490  -0.9156
H  -2.1119  -0.1181  -1.0663
H  -1.1011  -0.5627  0.2666
H  0.0241  -0.1953  -2.5722
H  -0.6343  -1.7132  -1.9753
H  0.7922  -1.0291  -1.2185
C  -2.3003  8.0648  -7.7093
C  -1.8567  6.6695  -7.2965
N  -2.2211  6.3361  -5.9324
C  -1.5594  5.1460  -5.4324
C  -1.8774  3.8024  -6.1020
C  -3.6315  6.4625  -5.6095
C  -4.6376  5.6542  -6.4404
H  -1.9324  8.8122  -7.0054
H  -1.9006  8.3010  -8.6961
H  -3.3856  8.1510  -7.7698
H  -0.7667  6.6229  -7.3671
H  -2.2457  5.9435  -8.0285
H  -1.7624  5.0663  -4.3603
H  -0.4808  5.3170  -5.5091
H  -2.8649  3.4343  -5.8258
H  -1.1538  3.0516  -5.7766
H  -1.8195  3.8612  -7.1890
H  -3.9006  7.5188  -5.6864
H  -3.7593  6.2197  -4.5518
H  -4.4312  5.7183  -7.5095
H  -5.6433  6.0466  -6.2782
H  -4.6553  4.6027  -6.1580
C  -1.8080  -9.0701  -1.8817
C  -0.7722  -7.9705  -1.7022
N  -0.0966  -8.0284  -0.4198
C  0.6687  -6.8341  -0.1161
C  1.8715  -6.4976  -1.0086
C  0.5445  -9.2926  -0.1035
C  1.6062  -9.8266  -1.0748
H  -2.5207  -9.0693  -1.0562
H  -2.3602  -8.9077  -2.8080
H  -1.3524  -10.0588  -1.9446
H  -1.2841  -7.0063  -1.7616
H  -0.0717  -8.0022  -2.5523
H  1.0056  -6.8917  0.9231
H  -0.0235  -5.9865  -0.1486
H  2.7203  -7.1518  -0.8137
H  2.2036  -5.4759  -0.8065
H  1.6242  -6.5557  -2.0688
H  -0.2367  -10.0505  -0.0062
H  0.9781  -9.2109  0.8961
H  1.2846  -9.7530  -2.1145
H  1.7945  -10.8814  -0.8655
H  2.5571  -9.3058  -0.9735

No. 2
This record from the OMol25 dataset describes a molecular structure, C40H47N2O3Rh. The level of theory is ωB97M-V/def2-TZVPD.

⟨S²⟩: 6.018
Spin multiplicity: 5
LUMO energy (alpha / beta) (eV): 0.63 / -1.22
HOMO-LUMO gap (alpha / beta) (Ha): 0.2799 / 0.2790
E (eV): -54373.5455

Positions of all 93 atoms, in Å:
Rh  0.1672  0.5993  -0.2432
C  -2.4619  0.3779  -2.0167
C  -2.7440  -1.1134  -2.1740
C  -1.9183  -1.6948  -3.3242
C  -2.6526  -1.9272  -0.8917
C  -3.8218  -2.5140  -0.4186
C  -3.8206  -3.3517  0.6868
C  -2.6315  -3.6109  1.3390
C  -1.4370  -3.0298  0.9222
C  -0.1620  -3.3455  1.6865
C  -0.3540  -3.2742  3.2078
C  0.3697  -4.7299  1.3066
C  -1.4555  -2.1836  -0.2005
N  -0.2737  -1.5273  -0.6048
C  0.7588  -2.1891  -1.1071
C  1.9333  -1.4732  -1.3493
N  1.9622  -0.1810  -1.0183
C  3.1000  0.6103  -1.3082
C  4.2774  0.4496  -0.5683
C  5.3665  1.2599  -0.8770
C  5.2830  2.2266  -1.8630
C  4.0980  2.3920  -2.5651
C  2.9959  1.5866  -2.3113
C  1.7075  1.7971  -3.0838
C  1.9323  1.8740  -4.5938
C  0.9728  3.0406  -2.5796
C  4.3810  -0.5538  0.5635
C  5.3061  -1.7145  0.1944
C  4.8353  0.1113  1.8632
H  -2.8287  0.9249  -2.8872
H  -1.3826  0.5755  -1.9846
H  -2.9067  0.8089  -1.1207
H  -3.7946  -1.1946  -2.4690
H  -0.8527  -1.5048  -3.1889
H  -2.2226  -1.2338  -4.2660
H  -2.0634  -2.7727  -3.4129
H  -4.7496  -2.3237  -0.9451
H  -4.7413  -3.8068  1.0286
H  -2.6291  -4.2692  2.1992
H  0.5958  -2.6097  1.4088
H  -0.9434  -4.1182  3.5701
H  -0.8632  -2.3642  3.5342
H  0.6163  -3.3177  3.7061
H  -0.3691  -5.4947  1.5560
H  1.2864  -4.9525  1.8566
H  0.5825  -4.8105  0.2397
H  0.6909  -3.2476  -1.3400
H  2.7963  -1.9434  -1.8114
H  6.2914  1.1423  -0.3246
H  6.1370  2.8543  -2.0821
H  4.0365  3.1572  -3.3291
H  1.0690  0.9261  -2.9070
H  2.5272  2.7470  -4.8672
H  0.9745  1.9574  -5.1105
H  2.4467  0.9862  -4.9641
H  1.5692  3.9365  -2.7675
H  0.7812  3.0036  -1.5030
H  0.0142  3.1578  -3.0887
H  3.3830  -0.9585  0.7400
H  6.3191  -1.3509  0.0061
H  4.9677  -2.2280  -0.7071
H  5.3549  -2.4435  1.0058
H  5.8638  0.4710  1.7927
H  4.7917  -0.6028  2.6884
H  4.2002  0.9632  2.1104
O  -0.1328  0.0346  1.9451
C  -0.8785  1.0196  2.7039
C  -1.5889  1.9953  1.7142
O  -2.4766  2.7088  2.1352
O  -1.1442  1.9955  0.5016
C  -1.8969  0.2517  3.5254
C  -2.9644  -0.3435  2.8548
C  -3.8434  -1.1722  3.5297
C  -3.6699  -1.4108  4.8863
C  -2.6109  -0.8202  5.5591
C  -1.7257  0.0062  4.8809
C  0.1128  1.8243  3.5308
C  -0.3379  2.9330  4.2459
C  0.5433  3.6717  5.0163
C  1.8851  3.3181  5.0822
C  2.3356  2.2171  4.3733
C  1.4543  1.4711  3.6006
H  -0.5649  -0.8233  2.0531
H  -3.1043  -0.1672  1.7928
H  -4.6652  -1.6291  2.9936
H  -4.3607  -2.0533  5.4174
H  -2.4686  -1.0042  6.6163
H  -0.8940  0.4549  5.4093
H  -1.3811  3.2141  4.1815
H  0.1812  4.5321  5.5645
H  2.5726  3.8987  5.6839
H  3.3796  1.9320  4.4198
H  1.8124  0.6075  3.0576

No. 3
This record from the OMol25 dataset describes 9 unconnected molecules or ions with the total composition C38H84Cl4F3N6O7S. The level of theory is ωB97M-V/def2-TZVPD.

LUMO energy (eV): -0.53
HOMO-LUMO gap (Ha): 0.0969
E (eV): -133110.0372
Charge: -1

Positions of all 143 atoms, in Å:
C  -4.2084  -0.2212  -3.3623
O  -3.4653  0.5033  -4.3033
C  -2.6640  -0.3022  -5.0946
C  -3.3277  -1.0417  -6.2171
N  -4.3046  -0.1502  -6.9699
H  -4.8986  0.3551  -6.3281
H  -3.8728  0.6301  -7.4441
C  -5.2858  -0.8795  -7.9366
C  -4.5543  -1.4341  -9.1999
O  -3.8003  -2.5809  -8.9309
C  -2.9170  -2.9955  -9.9329
H  -4.8002  -0.9379  -3.9317
H  -4.9374  0.4427  -2.8978
H  -3.5473  -0.6663  -2.6186
H  -2.0557  -1.0333  -4.5619
H  -1.9400  0.4089  -5.4926
H  -4.0064  -1.7786  -5.7877
H  -2.7389  -1.5362  -6.9897
H  -5.8718  -0.0073  -8.2263
H  -5.8623  -1.5117  -7.2612
H  -3.9282  -0.6112  -9.5448
H  -5.2287  -1.6620  -10.0253
H  -2.3545  -3.8468  -9.5497
H  -2.2639  -2.1360  -10.0840
H  -3.4475  -3.3580  -10.8134
C  1.0824  2.4840  1.8239
C  1.2939  2.9972  0.4306
O  1.9382  2.2441  -0.3005
O  0.7392  4.0541  0.0697
H  0.7831  3.3154  2.4620
H  2.0413  2.2585  2.2905
H  0.3770  1.6596  1.9281
C  1.8165  10.2834  1.7693
F  3.0169  10.7548  2.2779
F  1.7981  8.9486  1.9543
F  0.9028  10.9860  2.4593
S  1.6941  10.7495  -0.1331
O  0.4423  10.1381  -0.6418
O  1.6186  12.1998  -0.1659
O  2.8098  10.0805  -0.7683
C  -6.2329  -3.8700  8.4270
C  -4.6923  -3.8730  8.3408
N  -4.2416  -4.7241  7.2176
C  -4.7117  -6.0990  7.3892
C  -4.2860  -7.1722  6.4254
C  -2.7730  -4.6634  7.0066
C  -2.5016  -3.2090  6.5160
H  -6.6845  -4.7898  8.7986
H  -6.7254  -3.5511  7.5084
H  -6.4541  -2.9995  9.0445
H  -4.3933  -2.8262  8.2858
H  -4.4092  -4.3139  9.2966
H  -4.4940  -6.3631  8.4241
H  -5.8011  -6.0812  7.3598
H  -4.3580  -6.8144  5.3984
H  -3.2907  -7.5116  6.7124
H  -4.8961  -8.0753  6.4415
H  -2.5308  -5.3744  6.2166
H  -2.3048  -4.9518  7.9477
H  -2.4784  -2.4429  7.2910
H  -3.1915  -2.8563  5.7494
H  -1.4929  -3.2485  6.1048
C  0.0719  -5.2704  -0.6210
C  0.8409  -6.5510  -1.0176
N  0.9502  -6.6984  -2.4435
C  1.3373  -8.1252  -2.6955
C  2.7908  -8.5005  -2.3488
C  1.7314  -5.6815  -3.2008
C  1.5986  -5.8336  -4.7419
H  -0.6435  -5.0417  -1.4110
H  0.8161  -4.4788  -0.7088
H  -0.4076  -5.2777  0.3578
H  1.8089  -6.6113  -0.5201
H  0.3135  -7.4049  -0.5924
H  0.6574  -8.8373  -2.2280
H  1.2284  -8.3862  -3.7482
H  3.2118  -8.0354  -1.4575
H  2.9227  -9.5597  -2.1276
H  3.4507  -8.2442  -3.1776
H  2.8088  -5.8302  -3.1283
H  1.3937  -4.7022  -2.8617
H  0.5588  -5.8877  -5.0642
H  2.0497  -6.7027  -5.2208
H  1.8619  -4.8927  -5.2252
C  9.1788  -0.2535  2.6409
C  9.6100  -1.0798  1.3928
N  8.6232  -1.1799  0.3152
C  7.1332  -1.0301  0.6070
C  6.5954  -2.2122  1.4622
C  8.7972  -2.2492  -0.6777
C  10.1804  -2.0822  -1.3337
H  10.0794  -0.0432  3.2178
H  8.4234  -0.8105  3.1952
H  8.7029  0.6908  2.3761
H  10.4468  -0.5197  0.9755
H  9.9823  -2.0773  1.6260
H  6.7988  -0.1359  1.1331
H  6.5767  -0.9842  -0.3291
H  6.3385  -1.9489  2.4883
H  5.7957  -2.7432  0.9459
H  7.3524  -2.9898  1.5637
H  8.1053  -2.1448  -1.5135
H  8.8765  -3.2666  -0.2947
H  10.9944  -2.4207  -0.6927
H  10.3743  -1.0857  -1.7305
H  10.2475  -2.7754  -2.1722
C  -4.9065  5.1765  3.1738
C  -6.0735  6.1559  2.9401
N  -5.6042  7.4547  2.3676
C  -6.8591  8.1637  2.1322
C  -6.6047  9.5655  1.4394
C  -4.5153  8.1602  3.0720
C  -4.9327  8.4832  4.5110
H  -5.2909  4.2251  3.5413
H  -4.2216  5.5487  3.9356
H  -4.2698  4.9823  2.3106
H  -6.8740  5.6901  2.3653
H  -6.4789  6.3888  3.9248
H  -7.5088  7.5333  1.5252
H  -7.3638  8.3521  3.0798
H  -5.9859  9.3915  0.5591
H  -7.4546  10.1353  1.0639
H  -5.9802  10.1632  2.1033
H  -4.2193  9.0573  2.5282
H  -3.6350  7.5174  3.0751
H  -5.8663  9.0456  4.5017
H  -4.1890  9.1601  4.9317
H  -5.0399  7.5860  5.1205
C  2.1907  6.2101  8.1272
Cl  2.7288  5.9745  9.8233
Cl  1.5795  7.8757  7.9397
Cl  3.5369  5.8857  7.0629
Cl  0.9392  5.0976  7.7451
N  6.8960  1.3414  -7.4105
C  5.6859  1.4609  -8.0017
C  4.7989  0.9478  -7.1758
C  5.3788  0.4730  -5.9905
C  6.7276  0.8376  -6.1751
H  7.8113  1.6135  -7.7395
H  5.6192  1.8452  -9.0088
H  3.7582  0.9113  -7.4622
H  4.9130  -0.0236  -5.1521
H  7.6151  0.5163  -5.6503

No. 4
This record from the OMol25 dataset describes 13 unconnected molecules or ions with the total composition C6H34NO13. The level of theory is ωB97M-V/def2-TZVPD.

⟨S²⟩: 0.761
Spin multiplicity: 2
LUMO energy (alpha / beta) (eV): 0.12 / 0.11
HOMO-LUMO gap (alpha / beta) (Ha): 0.1698 / 0.2882
E (eV): -34878.1172

Positions of all 54 atoms, in Å:
O  -1.9106  -0.8317  -2.6961
C  -1.5261  0.2502  -3.0666
C  -0.1338  0.8705  -2.7310
C  0.0263  2.1974  -1.9768
C  1.0497  2.2268  -0.8958
C  2.1094  3.0235  -1.0065
C  -0.6244  1.3882  0.7344
N  0.6562  1.5565  0.2832
H  -1.9447  0.6677  -3.9676
H  0.3737  1.0508  -3.7066
H  0.3308  0.0902  -2.1403
H  -1.0161  2.5230  -1.7321
H  0.2527  2.9422  -2.8056
H  2.1597  3.6785  -1.8686
H  2.8013  3.0898  -0.1931
H  -0.7460  0.8507  1.6590
H  -1.4341  1.5633  0.0689
H  1.5411  1.2695  0.8193
H  -1.5623  -1.5593  3.1295
H  -2.0975  -0.1819  3.3796
O  -1.6008  -0.8807  3.8107
H  1.1636  -2.4297  -1.3384
H  1.9684  -1.7607  -0.1237
O  1.4651  -1.6080  -0.9252
H  4.5742  -0.8968  -1.2207
H  3.1690  -0.2141  -1.0600
O  4.0314  -0.3893  -0.6406
H  -3.3643  0.8285  1.0328
H  -3.9515  1.8127  2.0814
O  -3.1357  1.3212  1.8385
H  -0.1524  -4.1312  -0.9617
H  0.8920  -4.9286  -0.0447
O  0.4569  -4.0963  -0.2146
H  -1.0540  -2.7367  -2.6326
H  -0.3816  -3.5134  -3.7054
O  -0.5433  -3.5488  -2.7694
H  -3.9918  1.4344  -1.8244
H  -3.0502  0.3045  -1.1112
O  -3.2649  1.2467  -1.2498
H  2.8954  0.4106  2.5283
H  3.5520  0.4584  1.2768
O  2.9708  1.0670  1.8067
H  2.3074  -1.1351  3.8097
H  0.8943  -1.4327  3.2342
O  1.7159  -0.9596  3.0670
H  0.8746  2.6926  3.4320
H  -0.4708  2.9319  3.4254
O  0.2251  2.9060  2.6916
H  -2.7660  -1.5363  -0.0364
H  -1.6194  -1.0844  0.8410
O  -2.2643  -0.7759  0.2137
H  -0.0787  -2.7711  0.9385
H  0.4029  -1.2989  1.0566
O  -0.1747  -1.9518  1.4867

No. 5
This record from the OMol25 dataset describes 3 unconnected molecules or ions with the total composition C11H25N4O8P. The level of theory is ωB97M-V/def2-TZVPD.

LUMO energy (eV): -0.84
HOMO-LUMO gap (Ha): 0.2767
E (eV): -43437.9252

Positions of all 49 atoms, in Å:
O  -3.4465  3.8561  -1.8571
C  -3.0436  4.3076  -0.7979
O  -2.3001  5.3712  -0.7432
N  -3.3554  3.7218  0.5254
C  -2.3410  3.4970  1.3252
N  -2.6375  2.9617  2.6155
C  -1.3758  2.8976  3.1535
P  -1.0392  2.3099  4.9097
O  -0.7618  3.7495  5.7851
O  0.4560  1.5140  4.9183
N  -0.3997  3.3088  2.2756
N  -1.0096  3.6948  1.1300
H  -4.2969  3.4913  0.8324
H  -1.5773  4.2652  5.6066
H  0.8401  1.6986  5.8014
H  0.5940  3.3097  2.4870
H  -0.6021  4.0689  0.2675
C  -0.1702  -1.6727  3.4742
O  -1.2491  -1.1870  2.6866
C  -0.8144  -0.4076  1.5801
C  -0.7782  -1.2202  0.2941
O  0.1846  -2.2649  0.3591
C  -0.3920  -3.5193  0.6969
H  -0.5392  -2.5037  4.0769
H  0.6606  -2.0322  2.8618
H  0.1856  -0.8841  4.1425
H  0.1621  0.0458  1.7847
H  -1.5407  0.4043  1.4563
H  -0.4786  -0.5608  -0.5260
H  -1.7679  -1.6221  0.0550
H  -0.8461  -3.9659  -0.1935
H  -1.1450  -3.4321  1.4816
H  0.4046  -4.1743  1.0499
C  1.2681  -0.1838  -4.4970
O  2.3126  -0.4099  -3.5617
C  1.9824  -1.4063  -2.6005
C  2.5712  -2.7606  -2.9667
O  2.0141  -3.2685  -4.1736
C  2.8368  -3.0212  -5.3041
H  1.6946  0.3190  -5.3659
H  0.8018  -1.1141  -4.8304
H  0.5070  0.4656  -4.0534
H  0.8980  -1.4724  -2.4682
H  2.4154  -1.0861  -1.6470
H  2.3219  -3.4735  -2.1759
H  3.6627  -2.7080  -3.0381
H  3.6421  -3.7625  -5.3414
H  3.2684  -2.0191  -5.2921
H  2.2233  -3.1253  -6.1991